Formula: C11H19IIrN2O4
Source: the Open Molecules 2025 dataset
Level of theory: ωB97M-V/def2-TZVPD

```
38
Properties=species:S:1:pos:R:3:nbo_charge:R:1
Ir -0.12946 -0.44307 -0.01434 1.410
C -1.83339 1.95155 0.89371 -0.111
C -1.80085 2.24278 -0.60352 -0.101
O -1.46857 1.04371 -1.31481 -0.544
C -0.87467 1.25474 -2.59558 -0.102
C 0.61956 0.84404 -2.57016 -0.118
O 1.07146 1.09674 -1.24892 -0.474
C 2.45423 0.96771 -0.94040 -0.110
C 2.56115 1.25831 0.55440 -0.102
O 1.74834 0.33162 1.28988 -0.531
C 1.30047 0.80912 2.56052 -0.103
C -0.22445 1.08236 2.53181 -0.117
O -0.52677 1.48050 1.20512 -0.476
H -2.59042 1.19981 1.15070 0.222
H -2.04550 2.87728 1.44291 0.267
H -1.05122 3.01773 -0.80308 0.220
H -2.77982 2.60660 -0.94457 0.257
H -0.97724 2.30220 -2.88732 0.240
H -1.40942 0.63506 -3.32240 0.246
H 1.18741 1.43160 -3.30165 0.265
H 0.73944 -0.22292 -2.81363 0.210
H 3.03846 1.71176 -1.49575 0.268
H 2.81976 -0.03473 -1.19761 0.220
H 2.22581 2.28462 0.74388 0.221
H 3.60381 1.16431 0.88598 0.258
H 1.84435 1.71710 2.83109 0.241
H 1.51598 0.03867 3.30737 0.244
H -0.48042 1.87086 3.24968 0.266
H -0.79491 0.17786 2.79393 0.210
I -2.99788 -6.04340 -0.63314 0.487
C -1.55395 -4.59253 -0.17163 -0.262
C -0.28625 -4.81133 0.38542 0.117
N 0.29088 -3.62029 0.50649 -0.316
N -0.50997 -2.62183 0.06643 -0.383
C -1.63386 -3.19591 -0.34847 -0.034
H 0.18450 -5.73678 0.67860 0.297
H 1.22036 -3.44256 0.88106 0.455
H -2.45695 -2.63328 -0.75201 0.263
```

Properties
HOMO (spin up / spin down) = -17.7 / -17.7 eV
HOMO-LUMO gap (spin up / spin down) = 3.586 / 3.605 eV
Total charge = +3
LUMO (spin up / spin down) = -14.07 / -14.07 eV